Entry 1:
Formula: C31H26BeClN2O3SSe2
Source: the OMol25 dataset
Level of theory: ωB97M-V with the def2-TZVPD basis set

Atoms and positions in Å:
H -3.513 2.404 -3.128
H 1.746 -1.213 -0.437
H -0.216 2.067 -5.851
C -2.512 -3.557 -1.207
H 4.251 -1.226 -0.473
C 1.366 3.786 -2.873
S -0.924 2.609 -1.797
C 1.519 3.951 -4.247
C -2.047 2.821 -6.675
H -4.942 -2.351 1.541
C 2.735 3.668 -4.855
C -3.010 -2.086 0.626
C -3.511 1.966 0.444
Se -0.408 1.469 2.943
Cl -6.200 -4.401 0.048
H 4.160 2.348 1.914
C 3.658 3.056 -2.719
H -4.766 3.942 2.876
N 1.634 0.539 0.653
C -1.759 2.189 -4.365
H 2.329 3.224 -1.039
H -5.392 2.976 0.663
C -3.888 3.020 -5.143
H -1.812 -3.908 -1.955
H -1.638 2.926 -7.672
C 0.049 4.068 -2.218
C -2.841 2.995 2.880
H -3.751 1.519 -0.514
C 4.386 0.590 0.682
C 3.665 1.571 1.348
H 0.686 4.314 -4.842
H 2.849 3.807 -5.923
H 4.493 2.712 -2.120
C -2.133 -2.528 -0.357
C -3.089 2.529 -4.119
C -0.787 -1.907 -0.528
C -4.258 -2.673 0.768
H -3.991 3.547 -7.223
C -1.247 2.338 -5.650
C -4.078 3.304 2.336
C -4.425 2.773 1.105
H 5.469 0.608 0.708
H -2.542 3.360 3.853
C 2.444 3.343 -2.111
C 3.803 3.215 -4.091
H -1.159 0.632 -2.950
C 2.286 1.512 1.302
C -3.367 3.168 -6.423
H -2.709 -1.286 1.291
C 2.336 -0.432 0.039
O 0.134 -2.489 -1.063
N -2.309 1.669 0.946
H 0.185 1.591 -3.606
C -2.006 2.172 2.141
H -0.613 4.681 -2.832
C -0.858 1.627 -3.289
Se 1.314 2.869 2.266
Be -0.090 0.639 0.191
C 3.717 -0.431 0.030
H -4.077 -4.931 -1.755
O 0.026 1.860 -0.848
H -4.919 3.281 -4.944
C -3.768 -4.134 -1.092
C -4.628 -3.685 -0.104
O -0.692 -0.692 -0.051
H 0.160 4.541 -1.240
H 4.753 3.000 -4.564

The value obtained for the relative energy (zero: lowest compared OMol25 entry of this formula, charge and spin) is 0.7582 eV. As for the total charge: +1.

Entry 2:
Formula: C31H26F3N9O9PSW
Source: the OMol25 dataset
Level of theory: ωB97M-V with the def2-TZVPD basis set

Atoms and positions in Å:
C -0.436 -2.465 1.630
H 5.238 -0.589 1.282
C -1.761 -0.118 2.235
H 2.132 2.042 2.003
C 1.642 -1.300 -2.164
N -1.532 1.911 -0.580
N -1.250 -3.002 2.779
H -3.144 -2.802 3.695
C -1.098 4.008 2.372
C 0.565 -0.781 3.584
H -2.368 -0.167 1.329
S 1.946 3.060 -1.299
C -1.722 1.158 -5.227
H 6.328 1.482 0.408
H -3.107 -2.345 1.962
C -0.346 1.320 -5.170
C 4.657 0.186 0.805
F 4.885 4.593 -0.073
H -0.221 4.930 4.100
C -0.822 -1.561 -1.744
C -0.913 -3.568 -3.702
H -2.218 1.039 -6.182
C 0.276 1.434 -3.939
N -0.964 -4.610 -4.738
C -2.458 1.161 -4.053
O 1.574 0.006 -1.991
O 0.073 -4.884 -5.305
C -2.600 -2.264 2.918
C -2.084 -3.213 -3.061
C 3.133 2.091 -0.482
O -0.813 -0.619 -0.839
C 5.260 1.337 0.306
O -3.050 3.317 0.465
N 0.260 2.414 1.206
C 1.222 2.610 2.119
O 2.686 -1.909 -2.161
H 1.347 1.510 -3.833
N -0.438 1.436 -2.810
C 3.296 0.053 0.658
O -4.270 -1.850 -1.956
F 4.744 3.855 -2.106
H -2.051 4.518 2.407
C -0.880 3.099 1.353
F 6.498 3.416 -0.918
C -1.966 2.799 0.367
H 0.702 0.229 3.979
N 2.564 1.002 0.072
C 4.513 2.293 -0.352
H -1.109 -3.404 4.845
H 0.256 1.342 -6.067
H -2.250 -1.349 5.330
C 0.295 -2.973 -3.390
N -0.352 -1.506 4.480
P -0.038 -0.664 1.833
O -3.161 -1.949 -0.113
N -2.387 -0.917 3.298
H -1.028 -2.593 0.727
H -3.019 -3.693 -3.310
H 1.900 3.616 3.865
H -3.533 1.052 -4.026
H 0.472 -3.066 1.559
C -0.504 -2.870 4.112
H -1.736 0.922 2.560
H 0.459 -3.363 3.987
W 0.454 1.173 -0.776
H -1.519 0.189 4.844
C -2.010 -2.254 -2.075
C -1.770 1.338 -2.871
C -1.658 -0.852 4.559
H -1.446 -3.989 2.610
C -2.449 1.477 -1.545
O -2.039 -5.142 -4.942
C 1.082 3.495 3.168
C 5.165 3.547 -0.874
N -3.243 -1.973 -1.339
H 1.546 -1.263 3.615
H 2.759 -0.821 1.001
H 1.205 -3.283 -3.884
C -0.093 4.218 3.295
C 0.336 -1.967 -2.441
O -3.616 1.262 -1.388

As for the spin multiplicity: 3. Its expectation value of S² is 2.0128. The value obtained for the relative energy (zero: lowest compared OMol25 entry of this formula, charge and spin) is 0.6430 eV. As for the total charge: +1.

Entry 3:
Formula: C31H26N2O3PPt
Source: the OMol25 dataset
Level of theory: ωB97M-V with the def2-TZVPD basis set

Atoms and positions in Å:
C 0.563 4.710 -2.000
C 1.799 -0.704 4.133
H -1.692 -1.020 2.666
P -0.365 2.860 -0.100
H 2.312 3.948 0.210
H 1.196 6.102 -3.498
C 0.353 3.999 1.105
C 1.518 -0.423 2.809
H 0.234 -1.916 6.897
H 0.076 1.391 -2.504
H 4.957 0.985 -0.950
H 6.721 -0.398 0.369
H 0.510 5.462 -1.223
C 0.776 -1.112 4.981
C 1.541 5.515 3.108
C 0.248 3.382 -1.718
C 1.075 -1.391 6.435
C 4.806 0.212 1.063
H -1.460 4.211 2.243
N 2.082 0.541 0.699
C -0.405 4.450 2.183
H 2.803 -0.610 4.522
C 2.551 0.021 1.842
H 4.283 -0.592 2.968
H 2.001 6.112 3.884
O 2.296 -2.077 6.614
H -4.769 0.988 0.342
C 2.303 5.058 2.041
C 1.024 4.113 -4.284
N 0.267 -0.533 2.320
H -4.755 5.199 -0.493
C 0.324 2.423 -2.727
C -4.914 3.100 -0.070
H -1.329 -1.565 5.071
H 2.200 -2.984 6.306
C 1.713 4.301 1.042
C 4.301 0.716 -0.133
C -2.151 3.093 -0.087
H 2.502 1.264 -1.180
H 1.191 -0.439 6.957
C 2.938 0.865 -0.273
C 0.951 5.071 -3.281
C 3.910 -0.148 2.057
Pt -0.074 0.801 0.614
C 0.189 5.211 3.178
C -2.828 4.282 -0.332
C -2.049 0.678 0.427
H 1.326 4.399 -5.282
H 0.763 2.043 -4.790
H -5.996 3.114 -0.070
O -2.562 -0.416 0.479
C -4.214 4.280 -0.313
C 6.288 0.066 1.261
C -2.848 1.917 0.166
H 7.469 -0.839 2.525
C -0.716 -0.929 3.125
C -0.501 -1.236 4.457
O 6.523 -0.701 2.420
C -4.240 1.915 0.163
H -0.406 5.570 4.007
H 6.719 1.071 1.355
H -2.287 5.197 -0.540
H 3.357 5.299 1.984
C 0.710 2.789 -4.008

As for the total charge: +1.

Entry 4:
Formula: C31H26N2P2PdS2
Source: the OMol25 dataset
Level of theory: ωB97M-V with the def2-TZVPD basis set

Atoms and positions in Å:
H -3.886 1.296 -4.623
C -4.206 3.254 -1.880
H 4.089 -4.312 2.275
H -0.585 -2.853 2.914
C -3.317 -1.570 -0.246
H -4.700 3.531 -3.949
H -4.526 4.246 -1.590
H -4.351 -1.337 0.012
N 2.445 5.054 -0.630
C -3.684 2.395 -0.926
H -1.377 -4.299 0.666
H -5.716 1.333 3.270
C 0.839 -2.956 -1.388
C 0.997 -3.179 1.495
C 2.008 -3.749 -3.784
H -0.929 0.528 2.392
C 2.322 -3.572 1.325
C -3.731 1.348 4.082
C 3.059 -4.010 2.414
P 0.044 -2.411 0.160
H -2.469 -2.134 1.650
S 2.363 0.060 0.635
H -4.049 1.674 5.064
C 2.716 1.661 0.107
C 2.170 3.954 -0.432
C -4.665 1.162 3.075
H -3.589 2.717 0.102
C -3.340 0.733 -2.634
H 3.070 -4.381 4.526
C -2.906 0.553 1.532
C 1.789 -2.403 -3.535
C -4.298 2.856 -3.205
H -3.299 -1.942 -1.273
C -3.853 1.596 -3.584
H -4.993 0.635 1.026
C 1.774 2.613 -0.158
P -2.386 0.023 -0.154
C 1.177 -3.627 3.858
H -3.525 -3.347 0.937
S 0.077 2.339 -0.142
H 1.046 -0.956 -2.135
C -2.745 -2.618 0.709
C 1.635 -4.703 -2.846
C -2.390 1.109 3.829
H -2.973 -0.245 -2.926
C -1.540 -3.368 0.122
H 2.467 -4.062 -4.713
Pd -0.023 -0.084 0.074
H 0.758 -5.048 -0.916
H 2.771 -3.527 0.341
H 2.080 -1.666 -4.271
C 0.435 -3.193 2.774
H -1.657 1.244 4.613
C -3.273 1.116 -1.292
C -4.257 0.769 1.811
H 0.737 -3.622 4.847
C 4.094 1.996 -0.025
C -1.979 0.710 2.565
H 1.810 -5.753 -3.038
H -1.735 -3.617 -0.922
C 2.489 -4.044 3.677
C 1.051 -4.309 -1.654
N 5.208 2.248 -0.169
C 1.209 -2.006 -2.339

The value obtained for the relative energy (zero: lowest compared OMol25 entry of this formula, charge and spin) is 0.3739 eV.

Record-wise E values, in eV: -196142.462 -94502.238 -54224.073 -79278.871
Record-wise molar mass values, in g/mol: 709.01 972.48 700.61 659.06
Record-wise largest force on an atom values, in eV/Å: 0.5 0.7 0.3 1.7